1.
This record from OMol25 describes a structure of composition C31H49BMgN3P2. The level of theory is ωB97M-V/def2-TZVPD.

```
87
Properties=species:S:1:pos:R:3:forces:R:3
Mg -0.1784 0.0304 -0.9430 0.1127 -0.0582 -1.1820
C -2.1506 -4.9050 -0.5144 -0.2210 -0.2544 -0.0497
C -2.0444 -3.4646 -1.0452 -0.0713 -0.5494 0.1494
C -3.3146 -2.6873 -0.6326 -0.0118 0.5037 0.2438
C -2.0186 -3.4936 -2.5845 0.1074 0.2627 -0.3242
P -0.5381 -2.4794 -0.3820 0.1470 -0.4498 0.1650
C -0.8261 -2.4815 1.4998 -0.0990 0.0192 0.4351
N -1.0347 -1.1188 1.9492 -0.3748 3.1771 0.2782
B -0.8919 0.1181 1.1168 -0.4752 -0.9340 0.9198
N -1.1826 1.2826 1.9845 0.3328 -3.5255 0.1673
C -1.1420 2.6252 1.4910 -0.1672 0.1943 0.3252
P -0.4792 2.4581 -0.2737 0.1488 1.3389 -0.5559
C -1.8376 3.3415 -1.3011 -0.1472 0.7779 0.1808
C -1.4123 3.4393 -2.7750 0.2294 -0.1405 -0.2830
C -2.2408 4.7446 -0.7982 -0.3117 0.2010 -0.0952
C -3.0826 2.4306 -1.2376 -0.0179 -0.5379 0.2707
C 1.2020 3.3755 -0.1939 0.0959 0.8769 0.2726
C 1.9360 3.2410 -1.5421 0.0292 -0.2988 -0.3624
C 1.0927 4.8632 0.1766 0.1614 0.3094 -0.0316
C 2.0726 2.6582 0.8617 -0.6805 1.0552 0.3069
C -1.4978 0.7463 3.2507 0.0472 2.1865 -0.3698
C -1.8568 1.4386 4.4050 -0.0568 -0.8418 0.3885
C -2.1224 0.6917 5.5655 0.1520 -0.6119 -0.4258
C -2.0245 -0.7172 5.5518 0.0859 0.6274 -0.4725
C -1.6594 -1.3984 4.3765 -0.1810 0.8494 0.4656
C -1.3995 -0.6428 3.2340 0.2145 -2.3840 -0.4921
C 1.1657 -3.3363 -0.5662 0.2165 -0.8076 0.3795
C 1.5332 -3.4657 -2.0552 -0.1148 0.1961 -0.3606
C 2.2001 -2.3900 0.0803 -0.3783 -0.9196 0.2859
C 1.2792 -4.7167 0.1068 0.1765 -0.3027 -0.0045
H -3.0981 -5.3704 -0.8627 0.3164 0.2973 0.2041
H -2.1422 -4.9446 0.5922 0.0710 -0.0375 -0.5258
H -1.3475 -5.5395 -0.9171 -0.1522 0.2325 0.2615
H -4.2266 -3.1742 -1.0414 0.5718 0.1425 0.1096
H -3.2777 -1.6454 -1.0190 -0.0357 -0.5659 0.2525
H -3.4378 -2.6387 0.4665 0.0827 0.0312 -0.4745
H -2.9443 -3.9639 -2.9823 0.3690 0.2534 0.3441
H -1.1766 -4.0860 -2.9730 -0.2057 0.2605 0.1216
H -1.9495 -2.4627 -2.9944 0.0594 -0.5937 0.1939
H 0.0284 -2.9038 2.0585 -0.1941 -0.1192 -0.4045
H -1.7131 -3.0861 1.7558 0.2594 -0.0165 -0.1363
H -0.4806 3.2434 2.1233 -0.2189 0.0352 -0.2994
H -2.1657 3.0355 1.5439 0.3910 0.2716 -0.2547
H -0.5854 4.1574 -2.9031 -0.2165 -0.3179 0.0181
H -2.2514 3.8142 -3.4007 0.2817 -0.2157 0.4194
H -1.1075 2.4435 -3.1644 -0.0534 0.5728 0.2172
H -1.4324 5.4795 -0.8992 -0.1226 -0.2663 0.0999
H -2.5825 4.7369 0.2529 0.1907 -0.0142 -0.4154
H -3.0820 5.1357 -1.4111 0.2846 -0.2567 0.2574
H -2.8433 1.4133 -1.6177 -0.1499 0.5583 0.1953
H -3.9106 2.8422 -1.8547 0.5169 -0.0867 0.2709
H -3.4585 2.3264 -0.1994 0.1574 0.0039 -0.4810
H 1.4149 3.7663 -2.3564 0.0890 -0.1686 0.2373
H 2.0399 2.1713 -1.8252 -0.0708 0.8469 0.0986
H 2.9537 3.6843 -1.4791 -0.4938 -0.2332 0.1552
H 0.6251 5.4378 -0.6386 -0.0084 -0.1409 0.3365
H 2.1061 5.3014 0.3051 -0.4004 -0.2887 0.0451
H 0.5336 5.0145 1.1213 0.2092 0.0143 -0.4905
H 2.1853 1.5816 0.6082 -0.5474 3.6625 0.3584
H 1.6408 2.7267 1.8784 0.0693 0.0163 -0.2778
H 3.0878 3.1093 0.9082 -0.4865 -0.1538 -0.2007
H -1.9294 2.5181 4.4091 0.0114 0.0232 -0.0421
H -2.4050 1.2011 6.4776 -0.0028 -0.0125 0.0265
H -2.2328 -1.2780 6.4537 -0.0066 0.0097 0.0250
H -1.5871 -2.4774 4.3627 0.0286 -0.0332 -0.0471
H 1.4533 -2.4818 -2.5676 -0.0195 -0.6723 0.2549
H 0.8878 -4.1969 -2.5677 0.1441 0.2668 0.1038
H 2.5759 -3.8330 -2.1716 -0.4722 0.2684 0.2264
H 2.1641 -1.3855 -0.3960 -0.0924 -2.9176 0.8779
H 3.2313 -2.7886 -0.0364 -0.5280 0.0255 -0.0259
H 2.0129 -2.2602 1.1650 0.0658 -0.0015 -0.3979
H 0.6531 -5.4716 -0.3865 0.0241 0.1690 0.1861
H 1.0248 -4.6794 1.1825 0.0743 -0.0369 -0.4694
H 2.3222 -5.0925 0.0222 -0.4208 0.3022 0.0923
N 7.3499 0.0392 -0.8956 -1.0315 -0.0040 -0.0077
C 6.1893 0.0373 -0.9058 1.0357 0.0057 0.0105
C 4.7556 0.0350 -0.9184 -0.2498 -0.0771 -0.1790
C 4.0422 0.2541 0.2656 -0.5326 -0.0092 0.6994
C 2.6457 0.2512 0.2502 2.7452 -1.1883 -0.9169
C 1.9614 0.0304 -0.9430 -0.9179 1.3722 -0.6925
C 2.6673 -0.1881 -2.1240 1.0161 0.5484 0.4527
C 4.0638 -0.1864 -2.1148 -0.2306 -0.1316 -0.3760
H 4.5664 0.4276 1.2036 0.1357 -0.0221 -0.1780
H 2.0849 0.4205 1.1654 0.2603 -1.7114 0.1858
H 2.1233 -0.3593 -3.0489 0.0212 0.0824 0.0351
H 4.6051 -0.3582 -3.0434 0.1172 0.0310 0.2008
H -0.1784 0.0304 -2.7166 -0.6874 0.0297 -0.5056
```
Positions in Å, forces in eV/Å.

Output
frontier orbital gap: 5.811 eV
calculated total energy: -62109.3001 eV
LUMO energy: 2.61 eV
molar mass: 560.82 g/mol
total charge: -1
ΔE to the lowest compared entry with this formula, charge and spin: 0.0 kcal per mole

Charges computed using Löwdin, reported in e:
1 Mg 0.106
2 C -0.109
3 C -0.697
4 C -0.108
5 C -0.112
6 P 1.112
7 C -0.286
8 N -0.039
9 B -0.443
10 N -0.050
11 C -0.284
12 P 1.100
13 C -0.692
14 C -0.115
15 C -0.109
16 C -0.112
17 C -0.654
18 C -0.083
19 C -0.113
20 C -0.102
21 C -0.181
22 C -0.027
23 C -0.119
24 C -0.118
25 C -0.028
26 C -0.183
27 C -0.663
28 C -0.091
29 C -0.116
30 C -0.108
31 H 0.081
32 H 0.075
33 H 0.059
34 H 0.086
35 H 0.081
36 H 0.075
37 H 0.084
38 H 0.059
39 H 0.077
40 H 0.084
41 H 0.075
42 H 0.083
43 H 0.084
44 H 0.062
45 H 0.083
46 H 0.058
47 H 0.054
48 H 0.069
49 H 0.080
50 H 0.069
51 H 0.086
52 H 0.078
53 H 0.061
54 H 0.062
55 H 0.094
56 H 0.058
57 H 0.082
58 H 0.074
59 H -0.030
60 H 0.091
61 H 0.107
62 H 0.098
63 H 0.082
64 H 0.082
65 H 0.096
66 H 0.071
67 H 0.059
68 H 0.092
69 H -0.016
70 H 0.110
71 H 0.096
72 H 0.052
73 H 0.072
74 H 0.084
75 N 0.113
76 C -0.207
77 C -0.246
78 C -0.022
79 C -0.262
80 C -0.306
81 C -0.168
82 C -0.033
83 H 0.121
84 H 0.113
85 H 0.065
86 H 0.107
87 H -0.072



2.
This record from OMol25 describes a structure of composition C31H49BiClO2P2. The level of theory is ωB97M-V/def2-TZVPD.

```
86
Properties=species:S:1:pos:R:3:forces:R:3
Bi 0.2663 -0.1702 -1.3299 -1.1277 -0.3967 3.4640
C -2.6517 1.8251 0.1597 0.2616 -1.0434 0.6846
C -2.9939 0.9061 -0.8718 0.4156 0.8829 1.0369
C -2.8221 -0.2717 1.1014 -0.6030 -1.6078 -2.8891
C -2.5675 1.0982 1.3787 0.0684 1.8627 -1.2779
C -3.0828 -0.3980 -0.2901 0.5959 -0.3541 2.2767
C -2.4134 3.2760 0.0039 -0.1703 0.6312 0.0720
H -2.0722 3.5153 -1.0103 -0.0109 0.0837 0.1400
H -1.6611 3.6329 0.7222 -0.1582 -0.0159 -0.2658
H -3.3350 3.8498 0.1881 0.2660 0.0509 -0.1109
C -2.2726 1.6418 2.7154 0.0097 0.2164 0.2066
H -2.1951 2.7324 2.6797 0.0015 -0.1547 0.1398
H -1.3276 1.2131 3.0745 -0.2472 0.0458 -0.1249
H -3.0614 1.3704 3.4317 0.1620 0.0546 -0.0982
C -2.8114 -1.3657 2.0920 0.0220 -0.1819 0.4843
H -3.8200 -1.5345 2.5005 0.2267 -0.0361 -0.0388
H -2.1450 -1.1076 2.9250 -0.1056 -0.1858 -0.1571
H -2.4695 -2.3083 1.6442 -0.0937 0.1496 0.1484
C -3.4149 -1.6423 -1.0208 -0.4339 -0.4277 -0.1900
H -4.5058 -1.7316 -1.1598 0.2972 -0.1385 -0.0849
H -3.0844 -2.5350 -0.4733 -0.0998 0.1882 -0.1374
H -2.9547 -1.6646 -2.0208 -0.1670 -0.1144 0.2617
C -3.2309 1.2571 -2.2883 -0.2330 -0.0157 -0.4986
H -4.1652 1.8333 -2.4040 0.3143 -0.0954 0.0274
H -3.3371 0.3519 -2.8981 -0.0611 0.2905 0.0946
H -2.4106 1.8639 -2.7079 -0.3186 -0.0825 0.1577
C 1.6424 0.6063 -2.8894 -0.1084 1.0553 -0.7339
C 0.3782 1.4092 -3.0034 2.3979 1.4000 -1.7415
C -0.2229 1.5633 -4.3782 -0.4937 0.7669 -0.0787
C -1.1392 0.4468 -4.9035 -0.6889 0.4365 -0.5038
C -1.1732 -0.7972 -4.0719 0.0332 -0.5208 -0.6861
C -0.0936 -1.5985 -3.9701 -0.2310 -0.1461 -0.3672
C 1.1773 -1.2939 -4.7062 0.4996 -0.3945 -0.4123
C 2.0817 -0.1973 -4.1074 0.8525 0.1598 -0.0717
H 0.5668 1.7332 -5.1287 0.0883 -0.1317 0.5050
H -0.8312 0.2527 -5.9495 -0.1206 -0.3705 0.5233
H -0.7883 2.5096 -4.3880 0.0982 -0.3720 0.0773
H 2.2705 0.5305 -4.9096 0.1202 -0.0395 0.2122
H 2.4943 1.0881 -2.3608 -0.7284 -0.3178 -0.2635
H 0.2909 2.3435 -2.4222 0.1944 -0.6770 0.1428
H 3.0616 -0.6561 -3.9034 -0.2944 0.2844 0.1380
H 1.7584 -2.2266 -4.8040 -0.1690 0.3311 0.2676
H -0.1644 -2.6106 -3.5679 -0.2044 0.3830 0.0918
H 0.9958 -1.0252 -5.7639 -0.3859 -0.0483 0.4976
H -2.1551 0.8586 -4.9983 0.2817 -0.2685 0.1721
H -2.1657 -1.1196 -3.7547 0.4627 -0.0555 0.2501
P 1.9761 2.1392 0.4324 0.2957 0.1316 0.0310
C 1.5530 3.0407 1.9800 -0.5982 -0.4073 0.0730
H 2.3617 3.7463 2.2254 -0.2614 -0.2222 -0.1913
H 1.4269 2.3213 2.8011 0.0516 0.2389 -0.2647
H 0.6072 3.5832 1.8414 0.2525 -0.1213 0.1169
C 3.7293 1.7465 0.8299 -0.1562 -0.4962 -0.1698
H 4.1914 2.6188 1.3207 -0.1343 -0.3255 -0.2550
H 4.2715 1.4928 -0.0926 -0.0379 0.0977 0.2733
H 3.7373 0.8712 1.5009 0.0168 0.3196 -0.1905
C 2.1847 3.5922 -0.6734 -0.1576 -0.0983 -0.1494
H 2.5147 3.2638 -1.6666 0.0431 0.2009 0.1489
H 2.9166 4.2899 -0.2457 -0.1709 -0.1231 -0.1826
H 1.2147 4.0962 -0.7813 0.2411 -0.0197 0.0122
P 1.1342 -2.7510 -0.3362 0.2149 -0.2302 -0.0777
C -0.2149 -3.7514 -1.0437 -0.2577 -0.0672 -0.1802
H 0.1930 -4.6858 -1.4472 -0.1792 0.0935 0.0525
H -0.7610 -3.2116 -1.8295 0.1585 -0.2802 0.2645
H -0.9397 -3.9807 -0.2491 0.2710 0.0438 -0.1961
C 2.6412 -3.0980 -1.2930 0.2237 -0.0034 -0.0882
H 2.4756 -2.9610 -2.3700 -0.0086 -0.0829 0.2404
H 2.9676 -4.1258 -1.0832 0.0020 0.2353 -0.1922
H 3.4308 -2.3960 -0.9793 -0.2714 -0.2825 -0.0251
C 1.4304 -3.5888 1.2402 0.0314 0.4024 0.5413
H 1.7632 -4.6198 1.0566 -0.1456 0.2214 -0.0978
H 0.5060 -3.5889 1.8315 0.2140 0.0058 -0.1312
H 2.1900 -3.0349 1.8047 -0.1183 -0.0487 -0.1005
Cl 0.3300 -0.8830 8.7379 -0.0570 -0.0594 0.6491
C 0.6366 -0.7402 7.0632 0.1811 0.1805 -1.3618
C 1.3220 -1.7736 6.3898 -0.3366 0.5732 -0.0387
C 1.5309 -1.6579 5.0139 -0.2428 0.4445 0.3164
C 1.0537 -0.5341 4.3201 0.0050 -0.0694 0.2046
C 0.4010 0.4972 5.0047 0.1523 -0.5378 0.1895
C 0.1880 0.4094 6.3815 0.3832 -0.5862 -0.0946
C 1.2967 -0.4493 2.8267 -0.0413 -0.0859 -0.3000
O 2.4403 -0.8164 2.4542 -0.6246 0.1198 -0.4893
O 0.3316 -0.0374 2.1001 0.7987 -0.3420 0.0886
H 1.6880 -2.6407 6.9430 -0.1896 0.3052 -0.1336
H 2.0749 -2.4299 4.4692 -0.1272 0.2419 0.1595
H 0.0672 1.3708 4.4499 0.0507 -0.1435 0.2019
H -0.3071 1.2221 6.9106 0.1143 -0.3037 0.0061
```
Positions in Å, forces in eV/Å.

Output
frontier orbital gap (spin up / spin down): 4.010 / 5.281 eV
calculated total energy: -73966.7367 eV
LUMO energy (spin up / spin down): -5.62 / -4.27 eV
molar mass: 760.11 g/mol
total charge: +1
ΔE to the lowest compared entry with this formula, charge and spin: 0.0 kcal per mole

Charges computed using Löwdin, reported in e:
1 Bi 1.677
2 C -0.227
3 C -0.231
4 C -0.197
5 C -0.172
6 C -0.256
7 C -0.051
8 H 0.067
9 H 0.062
10 H 0.093
11 C -0.015
12 H 0.081
13 H 0.047
14 H 0.106
15 C -0.023
16 H 0.101
17 H 0.081
18 H 0.069
19 C -0.053
20 H 0.099
21 H 0.066
22 H 0.040
23 C -0.025
24 H 0.113
25 H 0.058
26 H 0.068
27 C -0.444
28 C -0.365
29 C -0.185
30 C -0.170
31 C -0.124
32 C -0.160
33 C -0.179
34 C -0.205
35 H 0.123
36 H 0.131
37 H 0.120
38 H 0.114
39 H 0.080
40 H 0.084
41 H 0.115
42 H 0.115
43 H 0.090
44 H 0.125
45 H 0.114
46 H 0.092
47 P 0.808
48 C -0.241
49 H 0.059
50 H 0.030
51 H 0.038
52 C -0.262
53 H 0.055
54 H 0.041
55 H 0.026
56 C -0.295
57 H 0.026
58 H 0.055
59 H 0.040
60 P 0.736
61 C -0.268
62 H 0.066
63 H -0.001
64 H 0.053
65 C -0.259
66 H 0.032
67 H 0.059
68 H 0.061
69 C -0.236
70 H 0.068
71 H 0.061
72 H 0.037
73 Cl 0.687
74 C -0.690
75 C -0.090
76 C -0.023
77 C -0.142
78 C -0.038
79 C -0.090
80 C -0.665
81 O -0.070
82 O -0.134
83 H 0.107
84 H 0.111
85 H 0.089
86 H 0.106